Entry from the Open Molecules 2025 dataset: one molecule with the formula C5H8O2 at a distorted geometry (wB97M-V/def2-TZVPD).

Geometry as XYZ:
```
15
Properties=species:S:1:pos:R:3
C -0.82032 -1.48744 0.74485
C 0.38291 -0.40647 0.60364
C 1.13084 -0.21956 -0.73546
O 0.17981 0.31356 -1.68711
C 0.84256 1.21418 -0.80772
C -0.00078 1.14688 0.48561
O -1.36303 1.33964 0.25136
H -0.78571 -2.20195 1.61308
H -0.83173 -2.11101 -0.14500
H -1.71957 -0.89661 0.89091
H 0.73687 -0.93920 1.45749
H 1.96030 -0.74640 -1.19980
H 1.40903 2.03217 -1.25750
H 0.30078 1.86659 1.25740
H -1.51738 0.86363 -0.58394
```

Computed properties:
relative energy (zero: lowest compared OMol25 entry of this formula, charge and spin): 80.6 kcal per mole
largest force on an atom: 3.023 eV/A
lowest unoccupied orbital energy: 1.02 eV
SMILES: C[C@@H]1[C@H](O)[C@@H]2O[C@H]12
gap between HOMO and LUMO: 0.4025 Eh

Here are the Löwdin charges for atoms 1 to 6, given in e: atom 1 (C): -0.05, atom 2 (C): -0.16, atom 3 (C): -0.17, atom 4 (O): -0.02, atom 5 (C): -0.17, atom 6 (C): -0.26